The following is a quantum chemistry calculation of one molecule with the formula C19H13FN4O4S2 at a distorted geometry, from the OMol25 dataset.

Computed properties:
- Orbital gap: 5.83 eV
- E_LUMO: -2.044 eV
- ΔE to the lowest compared entry with this formula, charge and spin: 0.278 eV
- E_HOMO: -7.87 eV
- SMILES: O=C1N=c2ccc(F)cc2=C1NNC(=O)c1ccc(NS(=O)(=O)c2cccs2)cc1

Atoms and positions in Å:
O (5.898, -2.954, 1.637)
C (5.154, -3.041, 0.662)
N (5.357, -3.987, -0.316)
C (4.328, -3.817, -1.111)
C (4.125, -4.562, -2.301)
C (2.969, -4.311, -3.080)
C (2.037, -3.317, -2.683)
F (0.966, -3.012, -3.421)
C (2.273, -2.559, -1.529)
C (3.420, -2.824, -0.753)
C (3.923, -2.276, 0.387)
N (3.427, -1.265, 1.222)
N (2.070, -0.755, 1.186)
C (1.546, -0.046, 2.250)
O (2.203, 0.050, 3.291)
C (0.274, 0.666, 2.181)
C (-0.051, 1.731, 3.039)
C (-1.250, 2.412, 2.873)
C (-2.231, 2.045, 1.932)
N (-3.397, 2.787, 1.843)
S (-4.731, 2.288, 0.897)
O (-5.835, 3.121, 1.397)
O (-5.025, 0.877, 1.151)
C (-4.300, 2.664, -0.807)
C (-3.711, 3.807, -1.274)
C (-3.739, 3.837, -2.707)
C (-4.314, 2.708, -3.264)
S (-4.922, 1.593, -2.055)
C (-1.886, 1.010, 1.061)
C (-0.683, 0.319, 1.170)
H (4.833, -5.364, -2.563)
H (2.802, -4.878, -4.002)
H (1.582, -1.794, -1.244)
H (3.900, -1.095, 2.116)
H (1.556, -0.694, 0.302)
H (0.702, 1.994, 3.790)
H (-1.386, 3.285, 3.518)
H (-3.692, 3.350, 2.639)
H (-3.308, 4.631, -0.659)
H (-3.359, 4.689, -3.245)
H (-4.446, 2.559, -4.317)
H (-2.587, 0.660, 0.275)
H (-0.491, -0.528, 0.512)

Mulliken charges in e: -0.55, 0.24, -0.83, -0.02, -0.49, -0.48, 0.14, -0.31, -0.63, 0.70, 0.95, -0.40, 0.03, 0.42, -0.69, 0.62, -0.92, -0.40, 0.99, -0.32, 1.17, -0.72, -0.62, 0.19, -0.29, -0.46, -0.49, -0.04, -0.12, -1.25, 0.40, 0.41, 0.29, 0.35, 0.26, 0.43, 0.31, 0.27, 0.41, 0.39, 0.43, 0.21, 0.42



The following is a quantum chemistry calculation of C8H16O5Tl as an isolated structure at a distorted geometry, from the OMol25 dataset.

Computed properties:
- Orbital gap (spin up / spin down): 8.76 / 9.72 eV
- Charge: +2
- E_LUMO (spin up / spin down): -7.438 / -8.692 eV
- Multiplicity: 2
- E_HOMO (spin up / spin down): -16.19 / -18.41 eV

Atoms and positions in Å:
C (-2.838, 0.832, -1.154)
H (-2.845, 1.496, -2.025)
H (-3.695, 1.125, -0.532)
H (-2.923, -0.164, -1.609)
O (-1.619, 1.146, -0.374)
C (-1.772, 1.877, 0.835)
C (-0.385, 2.208, 1.329)
O (0.380, 1.006, 1.286)
C (1.778, 1.150, 1.515)
C (2.424, -0.169, 1.171)
O (1.942, -0.552, -0.115)
C (2.558, -1.716, -0.654)
Tl (-0.091, -0.224, -0.304)
H (-2.329, 1.274, 1.569)
H (-2.332, 2.804, 0.644)
H (-0.419, 2.602, 2.355)
H (0.089, 2.947, 0.665)
H (1.969, 1.413, 2.564)
H (2.166, 1.949, 0.864)
H (2.161, -0.946, 1.906)
H (3.517, -0.057, 1.146)
H (2.153, -1.861, -1.661)
H (3.647, -1.569, -0.704)
H (2.336, -2.592, -0.024)
O (-0.437, -0.887, -2.170)
C (-0.836, -2.102, -2.111)
C (-1.103, -2.673, -0.836)
O (-0.862, -1.997, 0.216)
H (-1.135, -2.624, -3.030)
H (-1.500, -3.695, -0.762)

Mulliken charges in e: -0.73, 0.29, 0.37, 0.35, -0.39, -0.59, -0.58, -0.33, -0.54, -0.58, -0.34, -0.83, 2.09, 0.44, 0.50, 0.39, 0.39, 0.38, 0.39, 0.38, 0.48, 0.33, 0.35, 0.37, -0.59, -0.25, 0.03, -0.67, 0.42, 0.47



The following is a quantum chemistry calculation of C4H12NO3 as an isolated structure at a distorted geometry, from the OMol25 dataset.

Computed properties:
- Orbital gap: 7.08 eV
- Charge: -1
- E_LUMO: 3.433 eV
- ΔE to the lowest compared entry with this formula, charge and spin: 3.319 eV
- E_HOMO: -3.65 eV

Atoms and positions in Å:
C (-2.304, -0.212, 0.725)
O (-2.881, -0.978, -0.688)
C (-0.942, 0.434, 0.410)
C (-0.267, -0.038, -0.870)
C (0.941, 0.816, -1.272)
O (1.984, 0.929, -0.376)
N (-0.098, 0.368, 1.604)
H (-2.304, -0.795, 1.652)
H (-2.486, -1.419, 0.083)
H (-3.149, 0.459, 0.640)
H (-1.173, 1.482, 0.165)
H (0.095, -1.069, -0.732)
H (-1.012, 0.007, -1.653)
H (1.314, 0.427, -2.237)
H (0.598, 1.851, -1.425)
H (0.872, 0.406, 1.268)
H (-0.163, -0.579, 1.973)
H (2.534, -1.621, 0.273)
H (2.691, -0.076, 0.218)
O (3.192, -0.977, 0.556)

Mulliken charges in e: -0.69, -0.53, 0.36, -0.55, -0.66, -0.86, -0.84, 0.39, 0.28, 0.20, 0.24, 0.24, 0.32, 0.28, 0.33, 0.43, 0.25, 0.24, 0.36, -0.80



The following is a quantum chemistry calculation of C12H26LuN6O6 as an isolated structure at a distorted geometry, from the OMol25 dataset.

Computed properties:
- Orbital gap (spin up / spin down): 5.10 / 5.10 eV
- Charge: +1
- E_LUMO (spin up / spin down): -5.293 / -5.293 eV
- ΔE to the lowest compared entry with this formula, charge and spin: 6.608 eV
- E_HOMO (spin up / spin down): -10.40 / -10.40 eV

Atoms and positions in Å:
O (5.542, 2.017, -0.244)
H (6.128, 2.340, 0.464)
Lu (0.870, 0.288, 0.015)
N (0.089, -1.605, -1.115)
N (1.710, 0.597, -1.905)
N (-0.786, 0.071, 1.633)
N (1.106, 2.062, 1.014)
O (-0.732, -2.453, -0.658)
O (-1.741, -0.890, 1.991)
O (2.098, 2.984, 0.591)
O (2.220, 1.757, -2.047)
C (1.381, -0.326, -2.758)
C (0.458, -1.411, -2.389)
C (-0.753, 1.279, 2.275)
C (0.203, 2.280, 1.980)
C (-0.026, -2.496, -3.231)
H (-1.120, -2.472, -3.267)
H (0.290, -3.454, -2.799)
H (0.355, -2.425, -4.239)
C (1.991, -0.150, -4.072)
H (3.077, -0.073, -3.942)
H (1.639, 0.791, -4.506)
H (1.777, -0.960, -4.752)
C (-1.697, 1.367, 3.392)
C (0.296, 3.552, 2.703)
H (-2.080, 0.401, 3.752)
H (-2.551, 1.984, 3.085)
H (-1.203, 1.863, 4.225)
H (0.767, 4.357, 2.134)
H (0.865, 3.405, 3.627)
H (-0.711, 3.859, 2.961)
H (-1.531, -1.643, 1.044)
H (2.674, 2.483, -0.049)
C (4.894, 0.856, 0.338)
H (4.418, 0.245, -0.466)
H (4.174, 1.158, 1.142)
H (5.672, 0.230, 0.805)
O (1.608, -1.417, 1.197)
H (0.879, -0.901, 1.688)
H (1.204, -1.783, 0.345)
C (-4.802, -0.784, -0.524)
N (-3.645, -1.530, 0.023)
C (-3.911, -2.906, 0.622)
C (-2.388, -1.027, 0.011)
N (-1.585, -0.040, -0.394)
H (-5.725, -1.344, -0.435)
H (-4.594, -0.584, -1.581)
H (-4.896, 0.159, 0.025)
H (-3.317, -3.642, 0.065)
H (-3.624, -2.902, 1.681)
H (-4.963, -3.167, 0.544)

Mulliken charges in e: -0.52, 0.31, 1.23, 0.19, 0.07, 0.15, 0.12, -0.75, -0.66, -0.39, -0.72, 0.45, 0.75, 0.57, 0.72, -1.49, 0.27, 0.29, 0.43, -1.63, 0.34, 0.31, 0.41, -1.70, -1.66, 0.41, 0.33, 0.48, 0.45, 0.34, 0.44, 0.51, 0.33, -0.39, 0.11, 0.16, 0.39, -0.72, 0.62, 0.59, -0.83, 0.14, -0.83, 0.39, -0.87, 0.32, 0.31, 0.31, 0.29, 0.27, 0.37